[1]
The following is a DFT calculation (ωB97M-V with the def2-TZVPD basis set) of a gas-phase ion, CH7N6O3 (charge +1) at a distorted geometry.

Atoms and positions in Å:
N -1.33 2.01 -0.03
C 0.31 0.40 -1.02
H 0.63 -3.07 0.30
H -0.40 1.83 -1.98
H 2.40 -1.72 0.21
H -1.36 2.41 0.94
N 1.78 -1.22 -2.31
N -0.59 0.77 0.03
N 1.52 -1.24 0.24
O 1.57 -0.73 -3.34
N 0.53 -2.06 0.70
N 1.25 -0.47 -0.82
H -2.31 1.74 -0.29
H -0.52 0.45 1.04
O 0.20 1.05 -2.11
O 2.27 -2.21 -2.00
H 0.60 -2.31 1.68

As for the HOMO energy: -13.872 eV. Its structure (SMILES) is NN/C(O)=[N+](\NN)[N+](=O)[O-]. The multiplicity is 1. The energy above the lowest of the compared OMol25 structures with the same formula, charge and spin comes out at 0.0 kcal per mole. As for the total charge: +1. The value obtained for the electronic energy is -16219.784 eV. For the LUMO energy, the calculation gives -0.15582 Ha.

Need the Löwdin charges? In units of e they are:
1 N 0.03
2 C -0.35
3 H 0.14
4 H 0.17
5 H 0.15
6 H 0.13
7 N -0.28
8 N 0.01
9 N -0.10
10 O 0.22
11 N 0.02
12 N 0.08
13 H 0.13
14 H 0.17
15 O 0.19
16 O 0.19
17 H 0.10

---

[2]
The following is a DFT calculation (ωB97M-V with the def2-TZVPD basis set) of 2 unconnected molecules or ions with the total composition C4H8NO3.

Atoms and positions in Å:
H -2.68 2.22 1.72
H 3.33 -2.02 0.95
H -1.14 -0.70 -0.79
H 0.12 0.08 1.12
H -0.31 0.73 -1.31
N 3.22 -1.49 0.11
H -3.25 1.98 -0.02
O 1.73 -1.19 -1.57
O 1.05 -1.09 0.57
C 1.89 -1.26 -0.35
C -1.45 1.01 0.47
C -2.52 1.76 0.75
H -2.06 0.62 -1.54
C -1.24 0.37 -0.87
H 3.82 -1.83 -0.63
O -0.50 0.82 1.38

As for the HOMO energy: -4.627 eV. The multiplicity is 1. The energy above the lowest of the compared OMol25 structures with the same formula, charge and spin comes out at 17.4 kcal per mole. As for the total charge: -1. The value obtained for the electronic energy is -11912.540 eV. For the LUMO energy, the calculation gives 0.15182 Ha.

Need the Löwdin charges? In units of e they are:
1 H 0.03
2 H 0.05
3 H 0.08
4 H 0.04
5 H 0.08
6 N 0.09
7 H 0.03
8 O -0.06
9 O -0.09
10 C -0.82
11 C -0.51
12 C -0.01
13 H 0.07
14 C -0.05
15 H 0.06
16 O 0.01

---

[3]
The following is a DFT calculation (ωB97M-V with the def2-TZVPD basis set) of a molecular structure, C24H18AsF7N2O7PPdS.

Atoms and positions in Å:
C -3.81 -0.38 -0.75
H -3.81 -0.12 -1.80
F 1.73 3.31 -1.13
P -0.18 0.32 2.90
H -5.79 0.83 3.00
H -3.18 4.17 3.24
H -4.10 2.18 -1.25
C -4.55 1.91 -0.30
H 0.85 4.84 4.53
F -4.91 4.14 0.22
F 0.01 3.36 -2.93
H -2.61 1.81 2.71
H -0.61 -2.36 2.15
C 3.57 -1.08 3.83
C -3.34 -2.76 4.11
H 1.42 2.49 4.01
C -2.33 -3.08 3.21
O 1.33 -1.55 0.97
C 2.46 -0.65 3.13
C -1.39 -2.12 2.86
N -4.61 0.57 0.01
F -0.38 4.57 -0.80
H 4.42 -1.37 5.77
O -4.98 -1.03 1.60
C 0.09 4.17 4.15
F 0.06 2.53 0.50
C -2.38 -0.32 -0.23
C 0.41 2.85 3.88
O -5.80 3.29 2.75
H -4.09 -3.51 4.36
C -5.02 0.13 1.26
H -4.19 -1.27 5.37
As 0.07 2.98 -1.26
O 2.14 0.69 0.92
H 0.44 0.20 5.70
F 0.48 1.28 -1.67
C -1.20 4.63 3.94
C -3.40 -1.50 4.67
Pd 0.06 0.19 0.41
H -1.45 5.67 4.15
H -2.51 0.44 4.79
C -2.46 -0.54 4.34
H 4.43 -1.43 3.27
C 3.56 -1.04 5.22
O -2.14 0.46 0.73
N -5.48 1.14 2.09
C 1.32 -0.15 5.18
C -5.46 2.52 1.88
H -4.21 -1.38 -0.61
C 2.43 -0.58 5.89
C 1.33 -0.18 3.79
O -1.46 -0.99 -0.76
F -1.60 2.44 -1.27
H 2.43 -0.55 6.97
C -1.45 -0.85 3.44
C -0.59 1.99 3.41
C -1.87 2.47 3.15
C -4.97 2.85 0.55
O 3.76 -1.18 0.92
S 2.49 -0.69 1.34
C -2.18 3.79 3.43
H -2.28 -4.06 2.76

As for the HOMO energy (spin up / spin down): -9.209 / -9.477 eV. As for the expectation value of S²: 3.76. The multiplicity is 4. The value obtained for the electronic energy is -145960.244 eV. For the LUMO energy (spin up / spin down), the calculation gives -0.01788 / -0.12627 Ha.

Need the Löwdin charges? In units of e they are:
1 C -0.01
2 H 0.15
3 F -0.21
4 P 1.14
5 H 0.17
6 H 0.11
7 H 0.15
8 C 0.05
9 H 0.11
10 F 0.11
11 F -0.22
12 H 0.09
13 H 0.09
14 C -0.03
15 C -0.07
16 H 0.11
17 C -0.06
18 O -0.38
19 C -0.25
20 C -0.08
21 N 0.00
22 F -0.22
23 H 0.11
24 O 0.09
25 C -0.06
26 F -0.31
27 C -0.58
28 C -0.07
29 O 0.10
30 H 0.11
31 C -0.47
32 H 0.11
33 As 0.77
34 O -0.36
35 H 0.12
36 F -0.30
37 C -0.05
38 C -0.07
39 Pd 1.14
40 H 0.11
41 H 0.11
42 C -0.08
43 H 0.12
44 C -0.04
45 O -0.05
46 N 0.23
47 C -0.07
48 C -0.40
49 H 0.14
50 C -0.05
51 C -0.31
52 O 0.03
53 F -0.25
54 H 0.11
55 C -0.34
56 C -0.35
57 C -0.09
58 C -0.19
59 O -0.24
60 S 0.51
61 C -0.04
62 H 0.11